Formula: C30H85N7O9
Source: OMol25
Level of theory: ωB97M-V/def2-TZVPD

Cartesian coordinates (Å):
C (1.2170, -2.3397, 3.5648)
C (2.2130, -3.2722, 2.8996)
C (2.1342, -3.2278, 1.3510)
O (0.7928, -3.1871, 0.9062)
C (0.0679, -4.3786, 1.0464)
N (3.6264, -3.0762, 3.3548)
H (0.1797, -2.5602, 3.4188)
H (1.2581, -1.3238, 3.1779)
H (1.4948, -2.3657, 4.6312)
H (1.9747, -4.2991, 3.3041)
H (2.6298, -4.0877, 0.8523)
H (2.6962, -2.4087, 0.8928)
H (0.5322, -5.1863, 0.4192)
H (-0.9211, -4.2115, 0.6356)
H (0.0509, -4.7786, 2.0535)
H (4.0388, -2.1846, 3.1339)
H (3.7597, -3.3140, 4.3131)
C (4.1375, -6.7634, -1.4197)
C (4.3216, -5.5749, -2.3287)
C (2.9661, -4.9321, -2.7788)
O (2.2951, -5.7806, -3.6397)
C (1.1535, -5.0785, -4.1143)
N (5.0335, -4.4793, -1.5608)
H (3.3850, -7.4744, -1.7955)
H (3.7076, -6.4875, -0.4658)
H (5.1300, -7.3070, -1.3114)
H (4.9969, -5.8342, -3.1404)
H (3.1392, -3.9514, -3.2828)
H (2.4818, -4.6444, -1.8954)
H (0.4527, -5.6756, -4.7399)
H (1.4609, -4.1811, -4.6555)
H (0.5994, -4.7422, -3.2759)
H (5.8798, -4.2176, -2.0341)
H (5.3727, -4.8120, -0.6400)
C (0.3181, 1.4035, -3.4669)
C (1.1153, 2.1152, -4.6375)
C (1.8000, 3.3605, -4.0778)
O (0.8110, 4.2608, -3.7829)
C (1.1553, 5.2571, -2.8127)
N (2.0817, 1.1145, -4.9853)
H (0.9393, 1.4135, -2.5711)
H (0.2606, 0.3334, -3.6592)
H (-0.6352, 1.8066, -3.2077)
H (0.4640, 2.4451, -5.4573)
H (2.4207, 3.8795, -4.8011)
H (2.4877, 3.1394, -3.2345)
H (1.2802, 4.7753, -1.9128)
H (0.2182, 5.8308, -2.6485)
H (1.9739, 5.8753, -3.0849)
H (1.7107, 0.1765, -4.9571)
H (2.5406, 1.2402, -5.8881)
C (-4.7215, -2.9142, 1.5076)
C (-4.3620, -1.7377, 2.5245)
C (-3.1508, -2.0820, 3.3047)
O (-3.4766, -3.2129, 4.1093)
C (-2.4114, -3.5861, 4.9855)
N (-4.1991, -0.4038, 1.8089)
H (-5.6933, -2.6840, 1.0221)
H (-4.6573, -3.8278, 2.0490)
H (-3.9062, -3.0042, 0.8196)
H (-5.2366, -1.6228, 3.2005)
H (-2.8443, -1.2445, 3.9426)
H (-2.3040, -2.3268, 2.6484)
H (-2.7203, -4.4419, 5.6023)
H (-2.2518, -2.7206, 5.6031)
H (-1.5004, -3.8225, 4.3627)
H (-4.4263, 0.3621, 2.4619)
H (-3.2477, -0.3701, 1.5482)
C (3.1950, 5.5729, 2.6822)
C (2.9224, 5.1614, 1.2701)
C (2.9010, 3.6563, 1.0160)
O (1.8276, 3.0694, 1.8151)
C (1.9322, 1.6676, 1.7797)
N (1.7015, 5.7321, 0.6883)
H (4.0954, 5.0696, 2.9712)
H (2.4139, 5.4348, 3.3962)
H (3.5460, 6.6465, 2.7697)
H (3.8847, 5.4918, 0.7770)
H (3.7816, 3.0462, 1.2401)
H (2.7237, 3.4534, 0.0003)
H (0.9632, 1.2472, 2.0556)
H (2.7208, 1.2835, 2.4397)
H (2.0964, 1.4076, 0.7298)
H (0.8878, 5.3997, 1.2124)
H (1.7286, 6.7274, 0.7715)
C (-0.3027, 3.7583, 4.0496)
C (-1.5584, 3.2337, 3.3986)
C (-1.4496, 3.3716, 1.8773)
O (-1.2592, 4.7641, 1.5500)
C (-1.5724, 4.9367, 0.1771)
N (-1.9782, 1.8059, 3.7131)
H (0.5958, 3.2114, 3.8519)
H (-0.3637, 3.8834, 5.1631)
H (-0.1691, 4.7717, 3.6097)
H (-2.4361, 3.8139, 3.7520)
H (-2.4392, 3.0193, 1.4856)
H (-0.6187, 2.7513, 1.5363)
H (-1.5019, 5.9994, -0.0277)
H (-2.5831, 4.7423, -0.1315)
H (-0.8352, 4.4797, -0.4824)
H (-1.9603, 1.8229, 4.7716)
H (-1.1285, 1.2294, 3.5393)
C (-4.7875, 2.0617, -1.0189)
C (-5.7479, 0.9835, -1.5296)
C (-5.7952, 1.1049, -3.0675)
O (-4.6481, 0.4181, -3.4940)
C (-4.4733, 0.5735, -4.8914)
N (-5.6451, -0.3966, -1.1906)
H (-3.7988, 2.0000, -1.5885)
H (-4.7126, 1.8766, 0.0574)
H (-5.1850, 3.0490, -1.1180)
H (-6.7330, 1.2543, -1.1045)
H (-5.7703, 2.1834, -3.3868)
H (-6.7269, 0.6650, -3.4350)
H (-4.2987, 1.6655, -5.1257)
H (-5.4582, 0.2055, -5.3039)
H (-3.7080, -0.0918, -5.2520)
H (-4.8788, -0.8066, -1.7065)
H (-5.3180, -0.4649, -0.2259)
C (4.3692, -0.8402, -1.6216)
O (4.3228, -1.8240, -0.6221)
H (5.3963, -0.6989, -2.0719)
H (3.6893, -1.1324, -2.4702)
H (3.9443, 0.0319, -1.1469)
H (4.5419, -2.6357, -1.0484)
C (-0.8618, -0.0188, -0.3065)
O (-0.7285, -0.6166, 0.9702)
H (-1.8815, -0.3206, -0.6387)
H (-0.8694, 1.0738, -0.2443)
H (-0.0700, -0.3147, -1.0065)
H (-0.0191, -1.2970, 0.9478)

## Properties
Energy relative to the best compared isomer or geometry (same formula, charge and spin)   1.907 eV
Frontier orbital gap   0.3318 Eh
SMILES string   COC[C@H](C)N.COC[C@H](C)N.COC[C@H](C)N.COC[C@H](C)N.COC[C@H](C)N.COC[C@H](C)N.COC[C@H](C)N.CO.CO
HOMO level   -8.531 eV
2S+1   1